{"formula": "C34H27CrN2O3", "method": "ωB97M-V/def2-TZVPD", "mol_weight_g_mol": 563.597, "largest_force_ev_per_a": 4.836, "homo_ev": [-11.74, -13.43], "relative_energy_kj_mol": 13.1, "total_charge": 2, "spin_multiplicity": 4, "lumo_ha": [-0.189, -0.324], "symbols": ["C", "C", "C", "C", "C", "N", "C", "C", "C", "N", "C", "C", "H", "H", "H", "H", "H", "H", "H", "H", "H", "H", "H", "H", "O", "C", "Cr", "C", "O", "C", "O", "C", "C", "C", "C", "C", "C", "C", "C", "C", "C", "C", "C", "C", "C", "C", "C", "C", "C", "C", "C", "C", "H", "H", "H", "H", "H", "H", "H", "H", "H", "H", "H", "H", "H", "H", "H"], "positions_angstrom": [[-1.117, 3.981, -3.131], [-0.791, 4.717, -1.984], [0.297, 4.334, -1.179], [1.026, 3.181, -1.506], [2.408, 2.921, -0.995], [2.841, 1.697, -0.956], [4.298, 1.535, -0.769], [5.044, 2.660, -0.047], [4.508, 4.075, -0.230], [3.140, 4.038, -0.715], [0.619, 2.383, -2.571], [-0.389, 2.830, -3.436], [-1.924, 4.307, -3.789], [-1.359, 5.619, -1.746], [0.608, 4.950, -0.332], [4.422, 0.598, -0.209], [4.788, 1.374, -1.743], [5.005, 2.431, 1.020], [6.087, 2.671, -0.374], [4.503, 4.591, 0.741], [5.169, 4.653, -0.901], [2.668, 4.926, -0.786], [1.159, 1.446, -2.743], [-0.601, 2.285, -4.352], [-5.743, -4.734, 2.265], [-5.201, -3.714, 2.414], [-3.960, -2.327, 2.879], [-2.678, -3.485, 2.114], [-1.985, -4.341, 1.729], [-3.864, -3.512, 4.384], [-3.842, -4.433, 5.097], [-5.209, -0.636, 3.547], [-5.293, -0.811, 2.162], [-4.121, -0.831, 1.384], [-2.855, -0.579, 1.970], [-1.639, -0.565, 1.191], [-0.632, -0.703, 0.499], [0.506, -1.025, -0.266], [1.489, -1.846, 0.429], [1.425, -1.854, 1.853], [2.018, -2.856, 2.617], [2.763, -3.866, 1.989], [2.942, -3.814, 0.603], [2.356, -2.799, -0.160], [0.333, -0.870, -1.699], [-0.778, -0.085, -2.108], [-1.259, -0.078, -3.413], [-0.594, -0.804, -4.405], [0.564, -1.510, -4.053], [1.057, -1.498, -2.744], [-2.789, -0.624, 3.383], [-3.955, -0.595, 4.163], [-6.122, -0.574, 4.138], [-6.264, -0.934, 1.678], [-4.179, -0.996, 0.303], [0.823, -1.096, 2.354], [1.902, -2.839, 3.704], [3.203, -4.668, 2.579], [3.551, -4.565, 0.094], [2.560, -2.791, -1.219], [-1.274, 0.537, -1.362], [-2.124, 0.546, -3.656], [-0.974, -0.800, -5.425], [1.105, -2.072, -4.817], [1.994, -2.002, -2.561], [-1.802, -0.609, 3.854], [-3.862, -0.546, 5.250]], "nbo_charge": [-0.16, -0.19, -0.23, -0.07, 0.42, -0.16, -0.30, -0.44, -0.24, -0.38, -0.18, -0.19, 0.24, 0.24, 0.22, 0.25, 0.26, 0.23, 0.26, 0.24, 0.25, 0.43, 0.25, 0.24, -0.38, 0.73, -0.63, 0.74, -0.41, 0.73, -0.38, -0.18, -0.16, -0.23, 0.02, -0.13, 0.19, -0.09, 0.00, -0.21, -0.20, -0.18, -0.20, -0.20, -0.11, -0.18, -0.23, -0.19, -0.22, -0.13, -0.23, -0.15, 0.28, 0.28, 0.28, 0.21, 0.23, 0.23, 0.23, 0.21, 0.22, 0.23, 0.23, 0.24, 0.20, 0.27, 0.28]}

=====

{"formula": "C62H166N14O17", "method": "ωB97M-V/def2-TZVPD", "mol_weight_g_mol": 1380.091, "largest_force_ev_per_a": 2.801, "homo_ev": -8.61, "relative_energy_kj_mol": 0.0, "total_charge": 0, "lumo_ha": 0.021, "symbols": ["C", "O", "C", "C", "N", "C", "C", "O", "C", "H", "H", "H", "H", "H", "H", "H", "H", "H", "H", "H", "H", "H", "H", "H", "C", "O", "C", "C", "N", "C", "C", "O", "C", "H", "H", "H", "H", "H", "H", "H", "H", "H", "H", "H", "H", "H", "H", "H", "C", "O", "C", "C", "N", "C", "C", "O", "C", "H", "H", "H", "H", "H", "H", "H", "H", "H", "H", "H", "H", "H", "H", "H", "C", "C", "C", "O", "C", "N", "H", "H", "H", "H", "H", "H", "H", "H", "H", "H", "H", "C", "C", "C", "O", "C", "N", "H", "H", "H", "H", "H", "H", "H", "H", "H", "H", "H", "C", "C", "C", "O", "C", "N", "H", "H", "H", "H", "H", "H", "H", "H", "H", "H", "H", "C", "C", "C", "O", "C", "N", "H", "H", "H", "H", "H", "H", "H", "H", "H", "H", "H", "C", "C", "C", "O", "C", "N", "H", "H", "H", "H", "H", "H", "H", "H", "H", "H", "H", "C", "C", "C", "O", "C", "N", "H", "H", "H", "H", "H", "H", "H", "H", "H", "H", "H", "C", "C", "C", "O", "C", "N", "H", "H", "H", "H", "H", "H", "H", "H", "H", "H", "H", "C", "C", "C", "O", "C", "N", "H", "H", "H", "H", "H", "H", "H", "H", "H", "H", "H", "C", "C", "C", "O", "C", "N", "H", "H", "H", "H", "H", "H", "H", "H", "H", "H", "H", "C", "C", "C", "O", "C", "N", "H", "H", "H", "H", "H", "H", "H", "H", "H", "H", "H", "C", "C", "C", "O", "C", "N", "H", "H", "H", "H", "H", "H", "H", "H", "H", "H", "H"], "positions_angstrom": [[-3.326, 2.202, -1.396], [-4.154, 2.778, -2.355], [-3.691, 4.105, -2.764], [-4.790, 4.820, -3.514], [-4.611, 4.609, -4.879], [-5.045, 3.215, -5.230], [-5.296, 3.185, -6.692], [-4.113, 3.344, -7.410], [-4.217, 3.160, -8.823], [-3.702, 1.199, -1.203], [-3.239, 2.818, -0.517], [-2.282, 2.188, -1.702], [-2.776, 3.992, -3.360], [-3.496, 4.630, -1.816], [-4.669, 5.879, -3.254], [-5.772, 4.513, -3.106], [-5.186, 5.194, -5.467], [-5.956, 2.975, -4.689], [-4.310, 2.466, -4.902], [-5.943, 4.051, -6.907], [-5.780, 2.294, -7.105], [-4.749, 4.041, -9.207], [-4.831, 2.303, -9.106], [-3.200, 3.017, -9.170], [2.741, 4.221, 4.608], [1.672, 3.271, 4.741], [0.457, 3.559, 4.075], [-0.673, 2.662, 4.554], [-0.413, 1.408, 3.889], [-1.352, 0.392, 4.347], [-2.678, 0.355, 3.592], [-3.288, -0.859, 3.912], [-4.557, -1.052, 3.249], [2.404, 5.224, 4.886], [3.032, 4.238, 3.570], [3.590, 3.862, 5.156], [0.641, 3.454, 3.013], [0.145, 4.597, 4.226], [-1.609, 3.009, 4.148], [-0.589, 2.590, 5.640], [0.453, 1.025, 4.261], [-1.608, 0.543, 5.405], [-0.840, -0.592, 4.253], [-2.619, 0.377, 2.498], [-3.254, 1.241, 3.933], [-4.448, -0.881, 2.174], [-5.268, -0.323, 3.633], [-4.820, -2.068, 3.495], [-4.299, -4.812, 4.883], [-4.131, -5.377, 3.603], [-5.367, -5.744, 2.977], [-4.896, -6.724, 1.902], [-4.025, -5.981, 0.943], [-3.655, -6.822, -0.221], [-2.846, -6.028, -1.251], [-1.633, -5.558, -0.666], [-0.871, -4.893, -1.642], [-4.771, -5.513, 5.580], [-4.917, -3.910, 4.774], [-3.276, -4.599, 5.148], [-5.908, -4.875, 2.589], [-5.903, -6.279, 3.769], [-5.759, -7.076, 1.333], [-4.481, -7.663, 2.274], [-3.220, -5.687, 1.458], [-4.565, -7.143, -0.721], [-3.146, -7.735, 0.067], [-3.431, -5.200, -1.657], [-2.579, -6.674, -2.099], [0.109, -4.675, -1.251], [-1.464, -4.033, -1.920], [-0.769, -5.566, -2.501], [6.893, 4.237, 4.414], [7.532, 2.844, 4.174], [6.873, 2.255, 2.964], [5.499, 2.143, 3.180], [4.922, 1.400, 2.150], [8.967, 2.843, 4.047], [7.353, 4.757, 5.244], [5.810, 4.189, 4.473], [7.039, 4.865, 3.552], [7.350, 2.146, 4.997], [7.295, 1.277, 2.776], [7.110, 2.829, 2.064], [5.144, 0.328, 2.186], [5.175, 1.823, 1.168], [3.838, 1.396, 2.242], [9.349, 1.935, 4.222], [9.303, 3.130, 3.145], [-3.606, -0.154, -7.263], [-3.228, -1.251, -6.238], [-2.594, -0.609, -5.016], [-2.247, -1.609, -4.100], [-1.963, -1.116, -2.817], [-4.402, -2.091, -5.928], [-3.938, -0.700, -8.142], [-2.729, 0.479, -7.520], [-4.416, 0.495, -6.920], [-2.535, -1.993, -6.700], [-3.410, -0.044, -4.564], [-1.756, 0.013, -5.289], [-2.828, -0.577, -2.403], [-1.195, -0.344, -2.747], [-1.772, -1.953, -2.161], [-5.239, -1.582, -5.724], [-4.251, -2.755, -5.192], [2.346, 2.986, -3.708], [1.293, 2.182, -4.463], [1.482, 0.694, -4.135], [2.682, 0.092, -4.419], [3.023, -0.053, -5.782], [-0.079, 2.473, -4.055], [2.164, 4.034, -3.963], [3.350, 2.677, -3.989], [2.343, 2.892, -2.617], [1.449, 2.353, -5.525], [0.700, 0.167, -4.661], [1.333, 0.524, -3.069], [3.816, -0.786, -5.914], [3.281, 0.940, -6.177], [2.103, -0.296, -6.309], [-0.180, 3.440, -3.844], [-0.791, 2.239, -4.735], [-5.007, -2.451, -0.320], [-6.375, -3.186, 0.045], [-7.533, -2.361, -0.391], [-8.656, -3.019, 0.054], [-9.854, -2.548, -0.542], [-6.490, -4.461, -0.569], [-4.918, -2.356, -1.408], [-4.246, -3.165, -0.006], [-4.779, -1.516, 0.180], [-6.369, -3.325, 1.124], [-7.452, -2.091, -1.466], [-7.489, -1.367, 0.041], [-9.759, -2.729, -1.604], [-9.815, -1.461, -0.462], [-10.734, -2.939, -0.039], [-5.789, -5.118, -0.320], [-7.413, -4.853, -0.555], [5.340, 3.543, -1.677], [4.999, 4.897, -1.171], [4.948, 4.789, 0.339], [4.666, 6.003, 1.013], [3.299, 6.238, 1.101], [5.971, 5.918, -1.645], [6.152, 3.031, -1.149], [5.531, 3.552, -2.737], [4.485, 2.882, -1.554], [4.014, 5.174, -1.562], [5.937, 4.423, 0.658], [4.310, 3.961, 0.699], [2.732, 5.379, 1.452], [2.854, 6.466, 0.133], [3.152, 7.099, 1.735], [5.885, 6.743, -1.050], [6.909, 5.580, -1.583], [4.547, -0.080, 5.670], [3.047, -0.398, 5.696], [2.384, 0.209, 6.965], [3.066, -0.013, 8.224], [2.971, -1.365, 8.506], [2.253, 0.136, 4.605], [4.711, 0.943, 5.354], [4.979, -0.739, 4.920], [5.052, -0.391, 6.585], [2.903, -1.491, 5.668], [1.365, -0.186, 7.029], [2.329, 1.280, 6.816], [3.674, -1.576, 9.297], [3.286, -1.997, 7.674], [1.946, -1.647, 8.788], [2.603, -0.113, 3.684], [2.309, 1.159, 4.642], [1.497, 1.979, 0.079], [0.160, 1.201, -0.071], [0.392, -0.227, 0.374], [-0.808, -0.906, 0.179], [-1.014, -2.023, 1.052], [-0.981, 1.728, 0.703], [1.363, 3.031, -0.186], [2.235, 1.576, -0.634], [1.981, 1.842, 1.035], [-0.171, 1.261, -1.114], [0.639, -0.189, 1.433], [1.231, -0.702, -0.135], [-1.135, -1.680, 2.081], [-0.170, -2.725, 0.970], [-1.887, -2.550, 0.678], [-1.843, 1.233, 0.532], [-0.824, 1.729, 1.719], [3.089, -5.500, -6.490], [2.961, -4.274, -5.583], [2.370, -4.779, -4.221], [2.126, -3.880, -3.213], [1.161, -2.968, -3.620], [4.300, -3.602, -5.434], [3.874, -6.144, -6.101], [3.422, -5.213, -7.494], [2.143, -6.044, -6.542], [2.221, -3.609, -6.062], [3.103, -5.482, -3.825], [1.419, -5.299, -4.438], [0.794, -2.364, -2.795], [0.358, -3.573, -4.046], [1.601, -2.252, -4.323], [4.396, -3.028, -4.622], [5.098, -4.224, -5.538], [-0.733, -6.360, 2.260], [-0.434, -6.127, 3.771], [-0.572, -4.588, 4.029], [-0.128, -4.412, 5.324], [-0.029, -3.078, 5.721], [-1.366, -6.887, 4.672], [-1.705, -6.046, 1.924], [-0.720, -7.437, 2.017], [0.049, -5.943, 1.625], [0.604, -6.430, 4.021], [-1.612, -4.310, 3.865], [-0.006, -3.921, 3.350], [-0.936, -2.520, 5.512], [0.788, -2.627, 5.155], [0.140, -2.977, 6.781], [-2.298, -6.548, 4.432], [-1.170, -6.441, 5.577], [4.860, 0.034, -1.347], [4.795, -1.427, -1.478], [3.863, -2.002, -0.383], [4.223, -1.624, 0.937], [5.465, -2.260, 1.354], [4.359, -1.857, -2.790], [3.850, 0.449, -1.412], [5.489, 0.497, -2.101], [5.228, 0.325, -0.382], [5.767, -1.898, -1.305], [4.013, -3.085, -0.442], [2.887, -1.616, -0.549], [5.528, -3.313, 1.049], [5.380, -2.162, 2.429], [6.341, -1.770, 0.941], [3.763, -1.151, -3.198], [3.842, -2.729, -2.750], [-0.621, 6.028, -1.062], [-0.401, 5.723, 0.431], [-0.271, 6.993, 1.255], [0.233, 6.626, 2.530], [0.337, 7.776, 3.348], [-1.465, 4.901, 0.963], [0.320, 6.402, -1.489], [-1.500, 6.639, -1.221], [-0.817, 5.136, -1.649], [0.591, 5.220, 0.492], [-1.269, 7.440, 1.338], [0.495, 7.638, 0.854], [-0.669, 8.130, 3.542], [0.934, 8.554, 2.860], [0.710, 7.422, 4.306], [-1.687, 5.087, 1.928], [-1.318, 3.901, 0.769]], "mulliken_charge": [-0.71, -0.47, 0.16, -1.40, -0.32, -0.15, -0.75, -0.31, -0.86, 0.25, 0.56, 0.15, 0.00, 0.50, 0.48, 0.40, 0.29, 0.34, -0.09, 0.42, 0.50, 0.33, 0.34, 0.25, -0.68, -0.28, 0.04, -1.10, 1.60, -0.38, 0.18, -0.28, 0.13, 0.37, 0.11, 0.23, 0.05, 0.23, 0.53, 0.45, -0.66, 0.38, -0.30, -0.56, 0.60, -0.05, 0.37, -0.23, -0.79, -0.23, -0.42, -0.86, 0.78, -1.26, -0.51, -0.11, -0.58, 0.28, 0.35, 0.16, 0.04, 0.49, 0.44, 0.43, -0.94, 0.51, 0.46, 0.32, 0.42, 0.22, 0.15, 0.52, -1.26, 0.59, -0.79, 0.45, 0.40, -0.69, 0.37, 0.12, 0.35, 0.16, 0.30, 0.13, 0.36, -0.14, -0.93, 0.28, 0.24, -1.24, 0.34, 0.01, -0.38, 1.30, -0.72, 0.46, 0.34, 0.03, 0.25, 0.01, -0.11, 0.32, -0.31, -0.83, 0.22, 0.25, -1.26, 0.33, 0.00, -0.10, -1.12, -0.18, 0.52, 0.51, -0.08, 0.12, 0.73, -0.77, 0.35, 0.29, 0.35, 0.17, 0.02, -0.88, 1.85, -1.05, -0.32, -0.86, -0.71, 0.32, -0.38, 0.20, -0.48, 0.47, 0.46, 0.35, 0.33, 0.24, -0.05, 0.25, -1.10, 0.65, 0.21, -0.49, -0.27, -0.80, 0.47, 0.51, -0.17, 0.15, -0.12, -0.13, -0.08, 0.34, 0.23, 0.30, 0.27, -0.96, 0.11, -0.44, -0.45, -0.69, 0.23, -0.08, 0.19, 0.53, 0.38, 0.36, 0.21, 0.33, 0.30, 0.28, -0.33, -0.32, 0.19, 2.01, -0.17, 1.43, -0.26, 0.71, 0.21, -0.43, -0.90, -1.15, 0.06, -0.89, -0.08, 0.33, -0.71, -0.25, -0.55, -1.69, 0.72, -0.92, -0.08, -0.26, -0.45, 0.40, 0.39, 0.41, 0.18, 0.39, 0.34, -0.54, 0.68, 0.03, 0.28, 0.27, -0.53, 0.43, 0.26, -0.51, -0.56, -0.83, -0.34, 0.39, 0.39, 0.38, -0.27, 0.28, 0.22, 0.22, 0.34, 0.16, 0.44, -0.67, 0.22, 0.02, 0.24, -0.94, -0.35, -0.04, 0.57, -0.07, 0.58, 0.65, -1.02, 0.37, 0.10, 0.31, -0.09, 0.16, -1.48, 2.42, -1.50, 0.15, -0.99, -0.57, 0.42, 0.36, 0.13, -1.14, 0.50, 0.51, 0.38, 0.34, 0.20, 0.30, 0.12]}

=====

{"formula": "C6H18O18S3Y", "method": "ωB97M-V/def2-TZVPD", "mol_weight_g_mol": 563.299, "largest_force_ev_per_a": 5.727, "homo_ev": [-1.78, -1.65], "total_charge": -2, "spin_multiplicity": 2, "lumo_ha": [0.152, 0.120], "symbols": ["Y", "S", "O", "O", "O", "O", "S", "O", "O", "O", "O", "S", "O", "O", "O", "O", "C", "C", "O", "O", "H", "H", "H", "H", "H", "H", "C", "C", "O", "O", "H", "H", "H", "H", "H", "H", "C", "C", "O", "O", "H", "H", "H", "H", "H", "H"], "positions_angstrom": [[-0.443, -0.033, 0.636], [-0.650, 3.043, 2.423], [0.522, 3.845, 2.076], [-0.531, 1.695, 1.945], [-1.069, 3.147, 3.797], [-1.591, 3.790, 1.589], [-2.156, -2.364, 1.283], [-2.324, -0.933, 1.364], [-0.737, -2.288, 1.029], [-2.489, -3.042, 2.511], [-2.969, -2.946, 0.266], [1.205, 2.644, -1.225], [0.487, 3.776, -0.601], [2.661, 2.685, -0.960], [0.639, 1.398, -0.640], [0.950, 2.645, -2.644], [1.125, -2.406, -3.317], [1.514, -1.269, -2.380], [1.090, -1.591, -1.035], [1.742, -3.644, -2.992], [1.407, -2.230, -4.356], [0.041, -2.514, -3.334], [1.052, -0.319, -2.648], [2.590, -1.172, -2.526], [1.589, -2.368, -0.775], [2.459, -3.746, -3.622], [-1.951, 0.409, -2.183], [-2.831, 1.290, -1.244], [-2.209, 1.484, -0.054], [-1.478, -0.684, -1.447], [-1.145, 1.025, -2.581], [-2.528, 0.123, -3.062], [-3.761, 0.792, -0.970], [-3.041, 2.292, -1.617], [-2.365, 2.366, 0.293], [-1.935, -1.490, -1.696], [2.412, -0.441, 2.505], [1.393, -0.039, 3.635], [0.162, -0.736, 3.188], [1.850, -0.254, 1.262], [2.586, -1.515, 2.569], [3.256, 0.237, 2.629], [1.273, 1.043, 3.701], [1.702, -0.321, 4.641], [-0.074, -1.324, 3.909], [2.569, -0.060, 0.656]], "nbo_charge": [2.03, 2.60, -0.66, -1.06, -0.96, -0.79, 2.67, -1.13, -1.12, -1.07, -1.07, 2.62, -1.05, -1.09, -1.17, -1.10, -0.08, -0.10, -0.70, -0.73, 0.15, 0.17, 0.24, 0.15, 0.48, 0.46, -0.10, -0.07, -0.73, -0.74, 0.24, 0.16, 0.16, 0.18, 0.53, 0.52, -0.08, -0.09, -0.71, -0.72, 0.16, 0.18, 0.20, 0.17, 0.50, 0.52]}